Entry 1:
The following is a quantum chemistry calculation of 2 unconnected molecules or ions with the total composition C3H3IO2, from OMol25.

Element x y z (Å)
1 C 0.249 1.331 0.416
2 C -0.682 -0.615 -0.806
3 C -0.265 -0.028 0.430
4 O 0.324 2.469 0.325
5 O -1.642 -0.036 0.060
6 I 3.111 -0.548 0.811
7 H -0.539 -0.179 -1.688
8 H -0.612 -1.708 -0.870
9 H 0.055 -0.687 1.322

The total energy comes out at -15351.4626 eV. The value obtained for the relative energy (zero: lowest compared OMol25 entry of this formula, charge and spin) is 296.6 kJ/mol. The calculation puts the highest occupied orbital energy (spin up / spin down) at -8.039 / -8.039 eV. The calculation puts the lowest unoccupied orbital energy (spin up / spin down) at -1.78 / -1.78 eV. For the HOMO-LUMO gap (spin up / spin down), the calculation gives 6.3 / 6.3 eV.

Partial atomic charges computed with the Mulliken method, in multiples of e: C 0.2481; C -0.3660; C 0.2362; O -0.1311; O -0.3701; I -0.5303; H 0.3004; H 0.2222; H 0.3906

Entry 2:
The following is a quantum chemistry calculation of 14 unconnected molecules or ions with the total composition C41H109O40S13, from OMol25.

Element x y z (Å)
1 C -0.092 -0.265 -0.111
2 C 1.271 -0.270 0.444
3 O 1.436 -0.190 1.837
4 H -0.458 0.721 -0.396
5 H -0.723 -0.725 0.650
6 H -0.034 -0.820 -1.047
7 H 1.570 0.602 -0.138
8 H 1.923 -1.047 0.044
9 O -2.514 2.987 4.227
10 S -3.130 1.733 4.169
11 O -3.597 1.060 5.382
12 O -4.314 1.684 2.909
13 C -5.642 2.085 3.149
14 C -5.699 3.620 3.014
15 C -1.828 0.632 3.383
16 H -5.974 1.587 4.060
17 H -6.202 1.545 2.385
18 H -5.083 4.016 3.822
19 H -6.708 4.018 3.121
20 H -5.187 4.068 2.162
21 H -1.844 0.889 2.324
22 H -2.015 -0.441 3.347
23 H -0.875 0.839 3.870
24 O 4.439 5.224 -5.100
25 S 2.998 5.204 -5.125
26 O 2.246 6.117 -4.263
27 O 2.406 5.398 -6.617
28 C 3.223 5.858 -7.610
29 C 4.462 4.958 -7.938
30 C 2.539 3.481 -4.918
31 H 3.390 6.934 -7.552
32 H 2.557 5.908 -8.471
33 H 5.160 4.970 -7.100
34 H 5.064 5.351 -8.757
35 H 4.265 3.888 -8.001
36 H 2.811 3.023 -3.968
37 H 2.927 2.985 -5.808
38 H 1.462 3.632 -4.987
39 O -0.271 -6.760 6.201
40 S -1.512 -6.377 5.512
41 O -2.870 -6.808 5.924
42 O -1.558 -4.742 5.580
43 C -2.752 -4.049 5.148
44 C -2.307 -2.801 4.426
45 C -1.263 -6.569 3.693
46 H -3.305 -3.822 6.059
47 H -3.482 -4.600 4.555
48 H -2.155 -2.802 3.347
49 H -1.355 -2.617 4.926
50 H -3.012 -2.011 4.685
51 H -1.169 -7.642 3.524
52 H -0.338 -6.075 3.396
53 H -2.173 -6.241 3.190
54 O 3.806 4.022 -2.181
55 S 3.587 4.372 -0.777
56 O 4.810 4.827 -0.050
57 O 2.355 5.587 -0.691
58 C 2.217 6.307 0.485
59 C 1.379 7.520 0.167
60 C 2.750 3.121 0.158
61 H 3.166 6.696 0.856
62 H 1.860 5.592 1.227
63 H 1.797 8.246 -0.530
64 H 1.121 7.849 1.174
65 H 0.478 7.237 -0.377
66 H 1.805 2.855 -0.316
67 H 2.645 3.371 1.214
68 H 3.342 2.207 0.101
69 O -6.054 -5.706 0.156
70 S -5.679 -4.618 1.045
71 O -4.391 -4.651 1.732
72 O -5.791 -3.134 0.382
73 C -5.140 -2.884 -0.873
74 C -3.841 -2.156 -0.721
75 C -7.077 -4.520 2.224
76 H -5.835 -2.196 -1.356
77 H -5.114 -3.791 -1.477
78 H -3.119 -2.631 -0.056
79 H -3.937 -1.174 -0.260
80 H -3.379 -2.036 -1.701
81 H -7.170 -5.547 2.576
82 H -7.909 -4.280 1.562
83 H -7.036 -3.879 3.105
84 O 3.699 -5.433 3.125
85 S 2.636 -5.232 2.100
86 O 2.254 -6.354 1.193
87 O 1.306 -4.466 2.753
88 C 1.360 -3.335 3.628
89 C 2.099 -3.622 4.967
90 C 3.221 -3.884 0.877
91 H 0.404 -2.814 3.673
92 H 1.863 -2.520 3.108
93 H 1.965 -4.648 5.309
94 H 1.651 -2.988 5.732
95 H 3.159 -3.420 4.815
96 H 2.417 -3.538 0.228
97 H 3.948 -4.298 0.178
98 H 3.497 -3.086 1.566
99 O -7.772 0.203 -5.811
100 S -6.822 1.100 -5.165
101 O -7.207 1.676 -3.872
102 O -5.280 0.377 -5.049
103 C -4.442 0.876 -4.080
104 C -4.672 0.380 -2.681
105 C -6.562 2.421 -6.399
106 H -4.267 1.952 -4.049
107 H -3.487 0.431 -4.357
108 H -3.741 0.320 -2.117
109 H -5.242 -0.542 -2.575
110 H -5.244 1.190 -2.227
111 H -6.175 1.937 -7.296
112 H -5.874 3.134 -5.945
113 H -7.479 3.005 -6.484
114 O -0.630 5.617 3.319
115 S 0.508 5.718 4.229
116 O 1.764 6.523 3.972
117 O 0.007 6.254 5.743
118 C -1.219 5.708 6.311
119 C -0.832 4.679 7.434
120 C 1.141 4.007 4.627
121 H -1.643 5.103 5.509
122 H -1.876 6.455 6.756
123 H -1.646 4.262 8.027
124 H -0.094 5.017 8.160
125 H -0.320 3.846 6.950
126 H 0.367 3.272 4.407
127 H 1.542 3.861 5.631
128 H 2.039 3.815 4.039
129 O 4.374 0.994 -6.905
130 S 5.506 1.316 -6.020
131 O 6.405 2.417 -6.315
132 O 5.098 1.455 -4.475
133 C 4.169 0.447 -3.956
134 C 4.356 0.183 -2.428
135 C 6.662 -0.240 -5.921
136 H 4.192 -0.489 -4.514
137 H 3.199 0.902 -4.158
138 H 4.083 0.970 -1.725
139 H 5.398 0.212 -2.110
140 H 3.915 -0.740 -2.052
141 H 6.161 -1.206 -5.873
142 H 7.318 -0.079 -5.065
143 H 7.335 -0.237 -6.779
144 O 0.130 2.564 -2.855
145 S -0.927 3.398 -2.288
146 O -2.347 3.019 -2.391
147 O -0.413 3.859 -0.751
148 C -1.378 4.450 0.100
149 C -2.341 3.394 0.666
150 C -0.547 4.861 -3.198
151 H -1.923 5.184 -0.493
152 H -0.822 4.946 0.895
153 H -3.278 3.227 0.136
154 H -2.833 3.862 1.518
155 H -1.884 2.440 0.931
156 H 0.450 5.252 -2.991
157 H -1.322 5.472 -2.736
158 H -0.887 4.758 -4.228
159 O 6.976 -0.376 3.346
160 S 5.697 -0.883 3.508
161 O 5.185 -1.992 2.661
162 O 5.658 -1.578 5.011
163 C 6.717 -2.517 5.250
164 C 6.863 -2.756 6.739
165 C 4.283 0.380 3.592
166 H 7.694 -2.192 4.893
167 H 6.542 -3.465 4.742
168 H 6.935 -1.787 7.233
169 H 7.763 -3.245 7.112
170 H 5.992 -3.273 7.142
171 H 3.278 0.013 3.800
172 H 4.283 0.843 2.606
173 H 4.606 1.179 4.260
174 O 1.549 -4.217 -5.071
175 S 1.351 -3.085 -4.219
176 O 2.369 -2.650 -3.227
177 O 1.078 -1.837 -5.260
178 C 0.867 -0.471 -4.808
179 C -0.701 -0.152 -4.761
180 C -0.262 -3.279 -3.485
181 H 1.344 0.062 -5.631
182 H 1.303 -0.283 -3.827
183 H -1.179 -0.623 -5.619
184 H -0.654 0.914 -4.985
185 H -1.078 -0.310 -3.751
186 H -0.628 -4.267 -3.764
187 H -0.974 -2.628 -3.992
188 H -0.191 -2.996 -2.435
189 O -2.610 -6.225 -2.207
190 S -2.209 -7.652 -2.142
191 O -2.510 -8.549 -3.261
192 O -0.629 -7.856 -1.658
193 C 0.007 -7.016 -0.631
194 C -0.275 -5.518 -0.627
195 C -3.075 -8.257 -0.625
196 H 1.073 -7.198 -0.768
197 H -0.196 -7.445 0.350
198 H -0.176 -5.044 -1.604
199 H 0.472 -4.875 -0.163
200 H -1.265 -5.197 -0.304
201 H -4.095 -8.375 -0.990
202 H -3.021 -7.599 0.242
203 H -2.682 -9.222 -0.304

The charge is -1. The total energy comes out at -267029.0461 eV. The calculation puts the highest occupied orbital energy at -4.552 eV. The calculation puts the lowest unoccupied orbital energy at 1.38 eV. For the HOMO-LUMO gap, the calculation gives 5.9 eV.

Mulliken population analysis, charges in e, atoms 1 to 99: C 1.5786; C 1.0668; O -0.8732; H -0.7536; H -0.2135; H -0.5319; H -0.8152; H -0.2980; O -0.4857; S 1.0353; O -0.6840; O -0.0069; C -0.4826; C -0.8794; C 0.5495; H 0.3779; H 0.2576; H 0.2446; H 0.4064; H 0.1868; H -0.5586; H -0.3327; H 0.4004; O -0.5981; S 1.1666; O -0.6852; O -0.3166; C -0.3947; C -1.0181; C -0.5833; H 0.3645; H 0.2833; H 0.3565; H 0.4156; H 0.2383; H 0.0066; H 0.5039; H 0.2506; O -0.6037; S 1.1659; O -0.6382; O -0.3469; C -0.5120; C -0.7714; C -0.4481; H 0.3349; H 0.3391; H 0.2604; H 0.2796; H 0.3495; H 0.5415; H -0.1139; H 0.1627; O -0.4135; S 1.0671; O -0.6978; O -0.1279; C 0.1622; C -1.3498; C -0.0447; H 0.4179; H -0.0587; H 0.3908; H 0.3569; H 0.2105; H -0.3780; H 0.1882; H 0.1128; O -0.6324; S 1.1551; O -0.4868; O -0.2989; C -0.5149; C -0.5922; C -1.1250; H 0.1194; H 0.4124; H 0.4044; H 0.3046; H 0.1921; H 0.3856; H 0.3704; H 0.3270; O -0.6209; S 1.0131; O -0.5898; O 0.0918; C 1.0054; C -1.2918; C -0.4482; H -0.5374; H -0.0896; H 0.3358; H 0.4191; H 0.2608; H -0.0065; H 0.5709; H 0.0059; O -0.6100

| no. | largest force on an atom (eV/Å) |
| --- | --- |
| 1 | 4.08 |
| 2 | 7.84 |